Formula: C25H24BrN11OPd
Source: OMol25
Level of theory: ωB97M-V with the def2-TZVPD basis set

Structure (XYZ):
```
63
Properties=species:S:1:pos:R:3
N -1.55002 -1.07672 2.36783
C -4.94716 1.99910 1.56362
H 1.56533 2.48875 -0.00297
H -6.13240 1.89021 -1.61225
H -0.00797 -2.39658 -6.88091
C -3.82616 1.18700 1.41344
H 5.90695 -1.81037 1.49926
N 4.89724 -1.88002 1.58453
H 3.52161 -2.36460 3.37504
H -2.88782 1.68713 3.30305
C -3.02660 0.83059 2.64398
C -4.35791 0.91811 -0.91591
C 3.24373 -1.71889 5.40286
C -1.33929 -1.50911 -5.46190
N -3.93112 -0.44209 -4.20712
H 3.02707 0.30556 -4.40026
H 0.15951 -2.22838 2.00351
N 2.57895 -0.53075 3.44798
C 2.06718 0.71207 -4.08504
H 4.25056 -0.98669 -0.12914
C -0.10263 -1.70519 -6.05510
C -4.01562 0.35731 -2.22115
C 2.19661 0.40557 5.60852
N 0.36500 -0.07873 1.84262
N -4.77148 0.02289 -3.20510
N 1.75631 2.01699 -2.03535
Br 4.03512 -3.25719 6.11999
C 2.11053 0.45700 4.23495
C 0.89932 -0.12469 -4.54526
H 1.81978 1.22876 6.19828
H -6.65189 2.87155 0.60927
H 1.67094 1.30928 3.73901
H 4.89118 0.01577 0.96687
H 4.60931 -2.74991 1.14936
N 2.09185 0.44849 -0.49393
H -5.18429 2.42344 2.53205
O -2.69904 0.14329 -2.48346
C 1.76548 1.74935 -0.75978
Pd 2.36390 -0.20962 1.42613
H -2.21676 -2.03272 -5.81633
C -0.56922 0.85481 2.02022
C -0.33530 0.06800 -3.94387
N 4.28044 -0.79421 0.87096
C -1.45203 -0.62210 -4.39533
H -2.67315 0.00478 0.03271
H 1.99303 1.73422 -4.45377
H -0.44579 1.92251 1.94164
H 2.49376 -1.11484 -1.93969
C -0.29839 -1.25504 2.05621
C 2.26589 -0.08768 -1.70238
H 1.97670 -1.17336 -6.08107
C 1.01859 -1.02029 -5.59910
C -2.73441 -0.35109 -3.75002
C -5.77838 2.24720 0.48289
H -0.44996 0.78679 -3.14188
N -1.70807 0.26029 2.34760
H 2.84259 -0.77764 7.29054
H -3.53237 0.04900 3.21020
C 3.13725 -1.59915 4.02659
N 2.07642 0.84874 -2.61910
C 2.76837 -0.70363 6.21413
C -5.49255 1.70288 -0.76078
C -3.52870 0.65385 0.17209
```

Results
HOMO level = -13.0 eV
orbital gap = 6.58 eV
charge = +2
energy relative to the best compared isomer or geometry (same formula, charge and spin) = 0.0 kJ/mol

Löwdin population analysis, charges in e, atoms 1 to 2: 0.161 -0.024

Formula: C45H52Br2ClF3N7O3P
Source: OMol25
Level of theory: ωB97M-V with the def2-TZVPD basis set

Structure (XYZ):
```
114
Properties=species:S:1:pos:R:3
H -4.35383 -2.80978 -8.43293
H 0.47977 -2.94203 0.23618
H -3.11855 -1.95835 -1.97849
C -3.26820 1.14890 5.31022
C -1.76496 4.45468 -1.83432
H 2.33983 -4.62480 -4.53563
C 5.12197 2.02083 -0.10383
Cl 1.08520 -1.93975 3.71572
H -3.10643 1.56403 4.32076
H -6.18479 5.55527 1.44040
C -2.53047 -1.03443 -1.84461
C -2.12054 -0.58294 -6.32180
H -3.83697 -0.48880 8.68106
C -3.47333 -0.72809 6.57852
C 8.13241 -0.83733 -2.04543
H -3.47124 -1.81248 6.60868
H 7.02652 2.98019 -0.36829
H -2.67947 -1.35902 -9.56060
H -1.34364 3.86010 -1.03130
H 10.29471 -3.41869 -2.22142
N -3.37144 3.93002 2.29133
Br 0.92975 -0.50253 -1.11518
H 4.48485 -4.05792 -0.19383
H 10.27510 -0.93817 -1.93215
O -0.08952 -5.18978 0.02962
C -1.96209 -0.54662 -7.69744
C -3.16118 -2.56465 0.99591
O -2.08906 -0.47169 -2.81593
N -3.86741 -2.21237 -6.53241
H -0.93809 -0.51350 2.96568
N 4.27067 1.93395 2.13602
H -3.20611 6.65256 -4.56715
H 8.08464 0.23913 -1.91819
C 9.36186 -2.86926 -2.21209
H -6.07463 6.20497 3.84895
C 5.36693 2.57425 2.53874
H 0.86838 -0.96006 1.26534
Br 0.77029 2.38063 0.00536
H -2.28025 2.74973 -3.03568
C -3.08277 -1.42933 -5.79175
C 9.35475 -1.49346 -2.05127
H -3.44409 3.05183 6.28978
C -0.58623 -2.97909 0.00559
C 0.01803 1.02086 1.21572
H 5.43075 2.77678 3.60268
C 4.03519 -4.21877 -1.16819
C -3.67673 0.00991 7.73513
H -3.82043 2.00348 8.52502
H -2.37347 -1.43853 3.10389
H -3.37663 -0.19841 -0.11191
H -3.24415 4.17026 -4.85341
H -0.02519 -5.76364 0.80502
H 7.25039 3.49084 2.06744
C -1.19493 -3.10653 4.53099
P -1.48011 -1.54535 0.77682
O -1.08797 -4.24233 0.44117
C 2.84600 -4.53581 -3.58420
C -2.29278 3.82959 -2.95598
C 3.89714 -5.37411 -3.24752
H 4.23574 -6.13798 -3.93604
H -0.65870 -2.92494 -1.08509
H -1.76077 2.22333 0.88030
C 4.16226 1.67034 0.83443
F -4.16518 -1.72264 1.39117
C 0.11151 -0.45350 0.66897
H -1.29904 2.14935 2.54375
H 6.01836 -3.25455 -2.45160
N 3.02924 -3.40764 -1.47928
C -2.82360 4.61966 -3.96250
C 2.45377 -3.57110 -2.66818
N -3.27114 -0.18200 5.38113
C -3.45911 1.97735 6.40629
C -4.26503 5.09414 4.18205
C -3.31691 4.29084 3.56815
C -3.66747 1.39232 7.64472
H -0.40009 -3.41051 2.58417
C -4.39040 4.38282 1.56474
C 8.15182 -3.52787 -2.35962
C -1.36217 1.55236 1.63732
C -5.31596 5.56817 3.41241
H -4.17959 5.34573 5.23064
H -2.21380 7.59435 -2.49147
C -2.80337 5.99662 -3.80725
C 6.98474 -2.77833 -2.34180
F -3.09954 -3.52549 1.95737
H -2.46888 3.90146 4.12403
H 3.25999 1.15326 0.53389
C 6.38271 2.97182 1.68316
C -2.76941 -1.35446 -8.48275
C -2.36703 -0.45594 -0.44310
C -5.38059 5.20939 2.07496
H -1.22112 0.09994 -8.15062
H 5.33688 -5.84100 -1.71378
H -2.11497 0.77986 1.78439
H 8.11021 -4.60163 -2.48592
H -4.41050 4.06777 0.52672
H 0.69338 1.08898 2.06555
C -0.53759 -2.57111 3.26134
H -1.51448 0.02702 -5.66578
H -2.19085 -3.48754 4.30697
H -1.23856 -2.33817 5.30093
H -1.84004 0.48148 -0.61437
C -3.70259 -2.16437 -7.85305
H -0.60175 -3.94670 4.89740
C 6.25457 2.68693 0.33242
C 4.50906 -5.21258 -2.01514
C -2.25029 6.52144 -2.64831
N 6.96209 -1.45453 -2.18838
N -1.73828 5.77684 -1.67025
H -3.22853 -1.48388 -4.72144
C -1.39353 -1.44105 2.62656
H 4.98079 1.77340 -1.14714
H 1.63789 -2.89116 -2.89294
F -3.60165 -3.17070 -0.13496
```

Results
HOMO level = -8.8 eV
orbital gap = 9.37 eV

Löwdin population analysis, charges in e, atoms 1 to 2: 0.100 0.078

Formula: C12H16O2
Source: OMol25
Level of theory: ωB97M-V with the def2-TZVPD basis set

Structure (XYZ):
```
30
Properties=species:S:1:pos:R:3
H 0.07284 -1.11660 2.28820
H 2.88745 -1.08823 -2.88382
C -0.37350 1.83529 -1.37386
H 0.62455 -2.64797 2.87411
H 2.25449 -2.86510 -1.32136
C 2.03222 -0.90381 -2.29544
C 0.74962 -1.97128 2.00569
C -2.03173 -0.79313 0.66177
H -2.88850 0.78155 2.04572
C 1.31898 2.96376 0.10903
H -2.55089 -0.54385 -0.21496
C 0.48154 0.54080 -1.24077
H -0.60440 2.00949 -2.38971
H -2.49477 -1.03134 2.75150
C 1.40588 0.31412 -2.33716
H -1.92734 -1.94603 0.71036
O 0.42672 -2.50900 0.76786
H -0.34675 3.97837 -0.82396
H -4.00329 -0.52670 1.49794
H 1.73404 -1.75194 1.94913
C 0.91809 -1.61693 -0.22826
C -2.87160 -0.32477 1.81651
H 1.72368 3.64325 0.83480
H 2.01223 2.08825 0.11074
O -0.77082 -0.20253 0.69889
C 0.22100 -0.38313 -0.21777
H -1.28762 1.69424 -0.72706
C 0.26065 3.06801 -0.68562
C 1.77798 -1.88405 -1.30983
H 1.24926 1.18926 -3.07267
```

Results
SMILES = C=CCc1cccc(OC)c1OCC
HOMO level = -8.8 eV
orbital gap = 9.75 eV
energy relative to the best compared isomer or geometry (same formula, charge and spin) = 382.0 kJ/mol

Löwdin population analysis, charges in e, atoms 1 to 2: 0.107 0.085

Formula: C4H11NO
Source: OMol25
Level of theory: ωB97M-V with the def2-TZVPD basis set

Structure (XYZ):
```
17
Properties=species:S:1:pos:R:3
H -0.11298 -1.09338 2.82787
H 1.23101 -1.13103 0.77468
H -1.27919 -2.58741 -0.52776
H -1.31460 2.39344 0.17640
H 0.38132 -2.79092 -1.11926
H -0.31876 -1.24884 -1.26572
C 0.34318 -1.77904 0.85598
H -1.52786 -1.84663 2.07305
H 0.67568 -2.77085 1.18477
C 0.47075 1.86287 -0.45194
H -1.05578 -0.27083 1.51727
H -1.28389 2.06784 -1.45782
C -0.28272 -2.11188 -0.58088
N -0.86439 1.98932 -0.58665
H 0.83432 2.07553 0.57104
O 1.31389 1.58615 -1.34411
C -0.64616 -1.20717 1.86100
```

Results
SMILES = NC=O.CCC
HOMO level = -10.0 eV
orbital gap = 10.87 eV
energy relative to the best compared isomer or geometry (same formula, charge and spin) = 67.6 kJ/mol

Löwdin population analysis, charges in e, atoms 1 to 2: 0.074 0.095

Question: What is the HOMO level in the third record?
Answer: -8.8 eV

Question: Number 4 is which compound?
Answer: C4H11NO

Question: HOMO level of number 4 (C4H11NO)?
Answer: -10.0 eV

Question: orbital gap of number 2 (C45H52Br2ClF3N7O3P)?
Answer: 9.37 eV